Record 1
C4H7N3 | ωB97M-V with the def2-TZVPD basis set

```
14
Properties=species:S:1:pos:R:3:forces:R:3:lowdin_charge:R:1
C -1.03405 2.61860 0.94534 1.55 -3.02 -1.01 0.12
C -0.52776 1.56439 0.60505 -0.18 0.74 -0.39 -0.05
C 0.09104 0.34992 -0.04878 -0.03 3.64 -2.08 -0.42
N 0.76202 0.59532 -1.15334 -0.82 -0.31 3.02 0.00
C 1.33958 -0.53039 -1.82331 0.34 0.06 -0.33 -0.18
N -0.28011 -0.79815 0.51159 0.02 -2.88 0.47 -0.05
N -1.19921 -0.73799 1.60804 1.40 -0.21 0.23 0.04
H -1.41437 3.55997 1.13062 -0.56 1.18 0.45 0.00
H 2.10573 -1.09462 -1.25993 -0.15 0.31 -0.01 0.08
H 1.78510 -0.12966 -2.73102 0.25 -0.32 -0.07 0.07
H 0.57446 -1.22766 -2.11918 -0.47 -0.65 -0.27 0.06
H 0.17312 -1.71157 0.25914 -0.67 1.60 0.37 0.16
H -1.73189 -1.57813 1.63140 -0.90 -0.69 -0.75 0.07
H -0.64365 -0.88002 2.44437 0.23 0.54 0.35 0.09
```
Positions in Å, forces in eV/Å.

Summary:
- 2S+1: 1
- SMILES: C#C/C(=N/C)NN
- Lowest unoccupied orbital energy: 0.02672 Ha
- E_HOMO: -8.627 eV
- Total charge: 0

Record 2
C4H7N3 | ωB97M-V with the def2-TZVPD basis set

```
14
Properties=species:S:1:pos:R:3:forces:R:3:lowdin_charge:R:1
H -0.56941 0.17347 -2.70773 -0.30 -0.29 -0.21 0.05
N 0.04590 -0.54294 -2.33085 -0.61 -0.35 -0.14 0.13
C -0.28596 -0.81982 -1.13181 0.22 0.29 -0.42 -0.48
C -1.17961 -0.09876 -0.19684 0.08 0.24 0.01 0.00
C -0.32252 0.33640 0.74552 -0.07 0.01 -0.21 -0.34
N -0.48178 1.27624 1.73433 -0.09 -0.09 0.10 0.11
C 1.04733 -0.19778 0.36258 0.18 0.23 0.09 -0.15
N 0.68641 -1.46297 -0.30857 0.06 -0.08 -0.22 0.01
H -2.18975 0.23183 -0.39969 0.11 -0.10 0.05 0.10
H 0.09255 1.16809 2.55783 -0.01 -0.01 -0.13 0.09
H -1.43833 1.51566 1.95280 0.12 0.00 -0.01 0.10
H 1.35009 0.44124 -0.51583 0.57 0.14 1.26 0.14
H 1.79271 -0.28577 1.16035 -0.19 0.01 -0.18 0.12
H 1.45236 -1.73488 -0.92209 -0.07 0.00 0.03 0.11
```
Positions in Å, forces in eV/Å.

Summary:
- 2S+1: 1
- SMILES: [H]/N=C1\C=C(N)CN1
- Lowest unoccupied orbital energy: 0.03243 Ha
- E_HOMO: -8.502 eV
- Total charge: 0

Record 3
C4H7N3 | ωB97M-V with the def2-TZVPD basis set

```
14
Properties=species:S:1:pos:R:3:forces:R:3:lowdin_charge:R:1
N -0.36753 -2.46990 0.54092 -0.06 0.12 -0.04 0.07
C -0.02910 -1.15742 0.17231 0.47 0.08 -0.10 -0.37
C 0.88686 -0.78435 -0.76404 -0.06 -0.30 0.00 -0.08
N 0.85407 0.61743 -0.87467 -0.21 0.19 -0.13 0.08
C -0.08742 1.08125 -0.03916 -0.11 -0.03 -0.90 -0.45
N -0.53170 2.39605 -0.02542 0.08 0.17 0.30 0.11
C -0.63862 0.04445 0.74485 0.74 0.62 -0.03 -0.07
H -0.41564 -3.09636 -0.25586 0.13 0.10 0.22 0.08
H -1.25697 -2.48937 1.02602 0.19 0.06 -0.04 0.08
H 1.58603 -1.36463 -1.34574 -0.13 0.03 -0.09 0.10
H 1.36851 1.16935 -1.54004 -0.12 -0.08 -0.13 0.15
H -1.42945 2.43403 0.44416 0.20 0.01 -0.03 0.09
H 0.08718 3.10185 0.34920 0.18 -0.02 -0.17 0.09
H -0.02622 0.51761 1.56749 -1.30 -0.94 1.12 0.13
```
Positions in Å, forces in eV/Å.

Summary:
- 2S+1: 1
- SMILES: Nc1c[nH]c(N)c1
- Lowest unoccupied orbital energy: 0.03331 Ha
- E_HOMO: -7.492 eV
- Total charge: 0

Record 4
C4H7N3 | ωB97M-V with the def2-TZVPD basis set

```
14
Properties=species:S:1:pos:R:3:forces:R:3:lowdin_charge:R:1
C -2.49726 0.19198 -0.14560 0.17 -0.17 -0.08 -0.05
C -1.10664 -0.39151 -0.04018 0.39 -0.02 0.27 -0.41
C 0.08329 0.29982 -0.26676 -0.51 0.00 0.04 -0.08
N 1.10235 -0.46209 0.17720 -1.03 0.59 -0.45 -0.23
C 2.47060 0.15638 0.11192 -0.25 -0.40 0.13 0.00
N 0.68708 -1.62620 0.64363 -3.48 0.40 -0.62 0.07
N -0.85180 -1.58701 0.47314 4.91 0.09 0.70 0.09
H -3.31799 -0.53792 -0.19186 0.57 -0.02 0.03 0.08
H -2.66690 0.81536 0.74390 -0.02 -0.04 -0.35 0.08
H -2.54215 0.80246 -1.04774 -0.17 0.17 0.13 0.07
H 0.24626 1.25912 -0.71092 0.09 0.30 -0.02 0.11
H 3.25664 -0.46332 0.54494 -0.42 -0.18 -0.03 0.08
H 2.43552 1.11405 0.65081 -0.08 -0.44 -0.08 0.09
H 2.71168 0.37402 -0.93816 -0.17 -0.27 0.33 0.09
```
Positions in Å, forces in eV/Å.

Summary:
- 2S+1: 1
- SMILES: Cc1cn(C)nn1
- Lowest unoccupied orbital energy: 0.02827 Ha
- E_HOMO: -8.974 eV
- Total charge: 0

Record 5
C4H7N3 | ωB97M-V with the def2-TZVPD basis set

```
14
Properties=species:S:1:pos:R:3:forces:R:3:mulliken_spin:R:1
C -0.64188 0.60322 0.61526 -1.19 -0.01 -0.60 0.09
C -0.22097 -0.06789 -2.37505 7.32 -2.78 3.43 0.80
C 1.20857 -1.02666 1.06442 0.78 1.44 0.91 0.05
C 0.75974 0.45057 0.97034 -2.33 -1.33 5.89 -0.02
N -1.64858 0.78843 0.08471 0.08 -0.07 1.02 0.01
N -1.34392 0.26129 -2.58183 -9.16 3.09 -5.70 0.54
N -2.68758 0.49737 -2.49876 4.03 0.01 -0.35 0.74
H 2.32130 -0.87348 1.11785 -0.96 -1.17 -0.36 0.00
H 0.77952 -1.44049 0.18982 0.47 -1.11 -1.08 -0.03
H 0.83196 -1.59451 1.95818 0.34 0.93 -0.74 0.00
H 1.11813 1.01695 0.21473 2.55 1.63 -2.11 -0.01
H 0.88440 0.88212 2.07659 -0.01 -0.22 -2.62 -0.01
H -3.03255 0.58083 -1.57810 -1.30 0.01 1.98 -0.04
H -2.86530 1.21834 -3.19612 -0.62 -0.43 0.32 -0.10
```
Positions in Å, forces in eV/Å.

Summary:
- 2S+1: 3
- Lowest unoccupied orbital energy (alpha / beta): 0.03996 / -0.10858 Ha
- E_HOMO (alpha / beta): -4.303 / -10.158 eV
- Total charge: 0

Record 6
C4H7N3 | ωB97M-V with the def2-TZVPD basis set

```
14
Properties=species:S:1:pos:R:3:forces:R:3:lowdin_charge:R:1
C -2.10928 0.21492 0.28431 -2.24 0.92 1.37 0.03
C -2.28882 -0.71188 -0.74892 4.41 -1.51 2.72 0.05
C -0.05197 -1.54556 -0.66002 -2.26 1.66 -1.09 0.19
C 0.27593 -0.06749 0.65572 2.70 -1.65 0.13 -0.12
N -0.88871 0.44281 0.65742 0.46 1.11 0.37 0.16
N -1.19039 -1.43376 -1.03431 0.04 0.29 0.86 0.18
N 1.49455 0.75835 0.07546 -0.52 -0.60 0.28 0.24
H -3.03695 0.89396 0.58683 2.31 -1.08 -0.72 0.23
H -2.98990 -0.69286 -1.43332 -3.74 0.54 -3.24 0.10
H 0.72908 -2.19361 -0.81347 1.73 -1.98 0.43 0.13
H 0.89803 -0.70506 1.45685 -2.50 0.51 -1.43 0.24
H 2.07516 0.99081 0.89547 -0.24 1.33 -0.33 0.18
H 1.12590 1.48653 -0.55574 0.65 0.50 0.64 0.19
H 2.16977 0.18173 -0.46900 -0.79 -0.04 0.01 0.19
```
Positions in Å, forces in eV/Å.

Summary:
- 2S+1: 1
- Lowest unoccupied orbital energy: -0.42811 Ha
- E_HOMO: -18.912 eV
- Total charge: +2

Record 7
C4H7N3 | ωB97M-V with the def2-TZVPD basis set

```
14
Properties=species:S:1:pos:R:3:forces:R:3:mulliken_spin:R:1
C -2.94795 -1.10114 -0.16293 -0.05 0.98 1.39 0.02
C 0.59057 -0.36284 0.26139 0.09 -0.80 -2.91 0.74
C -0.76360 0.15013 0.19714 -0.21 0.25 2.43 -0.06
C 1.81056 -0.61109 -0.43750 -1.53 0.83 -0.68 0.00
N 0.05295 0.05334 1.39335 -1.87 1.48 -0.28 0.45
N -1.93687 -0.65470 0.14103 -0.86 -0.46 -1.11 0.00
N -1.12465 1.53276 -0.19720 1.03 -3.17 -0.21 0.81
H -4.03802 -1.19787 -0.07706 0.24 -0.73 -0.59 0.00
H 2.46936 -0.60221 0.32311 2.89 -0.60 2.60 0.00
H 2.15294 0.20570 -1.02350 0.12 0.64 -1.23 0.04
H 1.74896 -1.54547 -0.89965 0.38 -1.32 -1.15 0.03
H 0.22457 0.22113 2.35218 -0.30 0.14 1.46 -0.01
H -0.70128 1.84888 -1.02382 0.44 0.63 -2.19 -0.01
H -1.08108 2.20489 0.49142 -0.37 2.13 2.46 -0.01
```
Positions in Å, forces in eV/Å.

Summary:
- 2S+1: 3
- Lowest unoccupied orbital energy (alpha / beta): -0.36439 / -0.52001 Ha
- E_HOMO (alpha / beta): -16.219 / -21.309 eV
- Total charge: +2

Record 8
C4H7N3O | ωB97M-V with the def2-TZVPD basis set

```
15
Properties=species:S:1:pos:R:3:forces:R:3:lowdin_charge:R:1
H 3.15442 1.59614 0.80144 -3.31 -1.09 -0.91 0.10
N 2.08168 1.54946 0.46132 1.03 -4.14 1.30 0.05
C 1.40705 0.32615 0.33710 -0.92 7.84 -2.81 -0.34
C 1.71336 -1.03331 0.11338 9.03 -9.40 -5.15 -0.11
N 2.44719 -1.97896 -0.45712 -7.13 8.45 5.67 0.16
N 0.17596 0.57843 -0.42488 0.75 -0.56 2.00 -0.18
O -0.33561 1.90602 -0.52462 2.64 2.00 0.21 -0.10
C -0.83262 -0.52479 -0.45636 -0.59 -0.55 -3.13 -0.28
C -1.93713 -0.85968 0.66083 -0.86 2.37 -1.66 -0.12
H 0.50043 2.74464 -0.53977 -2.78 -4.72 0.34 0.24
H -1.41941 -0.43237 -1.50234 0.95 0.43 2.42 0.15
H -0.20202 -1.40668 -0.83817 -0.82 0.95 1.40 0.10
H -1.56192 -0.76712 1.84213 -1.09 -1.16 -3.39 0.12
H -2.49566 -1.79676 0.02662 1.44 2.18 2.94 0.13
H -2.69573 0.09882 0.50044 1.67 -2.60 0.76 0.09
```
Positions in Å, forces in eV/Å.

Summary:
- 2S+1: 1
- SMILES: [H]/N=C(\C#N)N(O)CC
- Lowest unoccupied orbital energy: -0.02825 Ha
- E_HOMO: -8.886 eV
- Total charge: 0